Formula: C19H43GdOP3S2
Source: OMol25
Level of theory: ωB97M-V/def2-TZVPD

ORCA input file:
```
! wB97M-V def2-TZVPD RIJCOSX def2/J DEFGRID3
* xyz 3 8
Gd 0.00624 1.01781 0.04272
S -1.07212 0.76534 -2.41559
S -1.63265 2.75300 2.73982
P 0.12314 -1.05175 2.41694
P -2.57368 -0.75698 0.27485
P 2.65476 0.44817 0.28456
O -0.67703 2.39845 1.52834
C -0.01768 -1.53695 -3.35314
C 1.40365 0.42027 -3.68628
C -1.02556 1.87509 -4.85323
C -1.71242 4.54163 2.44048
C 0.46141 -2.84491 2.12729
C 2.36446 -0.38864 -4.31064
C -1.19779 -1.23265 3.69437
C 1.51364 -0.74255 3.57421
C 3.46525 1.42288 -1.01634
C 3.16145 -1.29052 -0.06637
C 0.96217 -2.34325 -3.89579
C -3.72094 -0.50579 -1.17700
C 2.11359 -1.75851 -4.43480
C 3.76493 0.80614 1.68271
C -2.68836 -2.56957 0.38134
C -3.79032 -0.33657 1.55123
C -0.80753 0.74163 -5.53367
C -0.47773 2.61725 4.11926
C 0.26288 -0.18814 -3.13004
H 3.32187 -1.82070 0.89061
H 0.82553 -3.42497 -3.89913
H 1.34067 -1.27140 4.52146
H -1.64789 -0.26072 3.92846
H -1.62050 0.07011 -5.81195
H -2.32035 5.00151 3.22435
H -0.70471 4.99392 2.44467
H -1.89306 -3.06291 -0.18785
H -3.21918 -0.64026 -2.15167
H -2.21772 4.67438 1.46827
H 0.45335 3.18818 3.95064
H -3.90511 0.74821 1.60862
H -0.98980 3.02902 4.99686
H -4.11919 0.52377 -1.13557
H 2.45849 -1.09705 3.14416
H -1.98562 -1.92006 3.36542
H 3.24543 0.80392 2.63864
H 4.10788 -1.27730 -0.63958
H 2.39558 -1.83750 -0.64903
H -0.32188 -3.29274 1.50284
H 3.28021 0.05609 -4.67839
H -1.61188 -0.06804 -1.45580
H 3.46352 0.89217 -1.96246
H 1.60016 0.32940 3.78663
H -3.47330 -0.72735 2.51689
H 1.45317 1.50784 -3.75023
H 2.84083 -2.37390 -4.95104
H 0.18137 0.46212 -5.92328
H -1.01434 -1.90910 -3.08673
H 1.42557 -2.96163 1.61503
H -0.74525 -1.63551 4.61164
H 2.93761 2.37422 -1.16509
H -2.64098 -2.87458 1.43156
H -2.00899 2.09737 -4.43940
H 4.55798 0.05505 1.71064
H 4.48770 1.65231 -0.71121
H -0.26613 1.54968 4.30637
H -3.66577 -2.85363 -0.02861
H -4.53348 -1.24849 -1.08115
H -4.73187 -0.80651 1.24649
H 0.49914 -3.36827 3.09645
H 4.19599 1.79281 1.52467
H -0.29881 2.66966 -4.80848
*
```

Results
⟨S²⟩: 16.058
Frontier orbital gap (spin up / spin down) (eV): 7.809 / 4.441
Highest occupied orbital energy (spin up / spin down) (eV): -16.59 / -16.58

Results of the Mulliken charge analysis, in e, for atoms 1 through 2:
1. Gd 0.46
2. S 0.24

=====

Formula: C19H43LiN2O11
Source: OMol25
Level of theory: ωB97M-V/def2-TZVPD

ORCA input file:
```
! wB97M-V def2-TZVPD RIJCOSX def2/J DEFGRID3
* xyz 0 1
O 1.77017 2.68230 0.77731
O -0.98330 -1.42897 -1.11035
O -3.20972 0.29620 1.01014
O -4.12346 -0.67984 -5.32042
O 6.76233 -3.17259 2.32961
O -3.89994 1.15472 2.96982
O -0.71464 -2.47900 0.78239
O 0.02125 1.36903 0.39638
O -0.19052 2.98799 1.92138
O -1.85844 0.25180 2.70321
O -1.05313 -3.65501 -1.11267
N -4.41251 1.08008 -2.65102
N 4.70398 -0.04607 2.31681
C 3.22015 0.21738 2.60828
C 6.56547 -1.78007 2.22596
C -3.32624 2.13224 -2.70076
C 0.57209 2.33251 0.99451
C 2.24532 -0.61694 1.80001
C 4.92612 0.41645 0.89388
C -5.14272 1.06019 -3.98015
C -4.34784 0.69908 -5.23763
C 5.08695 -1.48477 2.47976
C -3.98324 -1.15059 -6.64477
C -2.49214 2.19953 -1.43236
C 5.53576 0.85424 3.17508
C -2.99636 0.46314 2.23848
C 6.91767 -3.66081 3.66064
C -3.82938 -0.29100 -2.44373
C -5.37729 1.42224 -1.53256
C -0.85114 -2.49040 -0.46436
C -6.48894 0.40908 -1.28883
C 5.70102 0.49007 4.63935
Li -1.18469 -0.31266 0.69490
H -1.94488 1.27086 -1.31778
H -3.88314 3.06725 -2.80551
H -0.80638 2.23347 2.07347
H 6.55833 0.98142 2.81625
H 6.06506 -3.47780 4.31677
H -3.61957 -2.17212 -6.68537
H -3.05190 2.48179 -0.54587
H -3.12660 -0.58964 -7.05538
H -1.08895 -4.39779 -0.50397
H -5.84004 2.37803 -1.78013
H 5.05283 1.82781 3.11423
H 3.12332 -0.07054 3.65501
H 5.86758 1.45360 5.12873
H 7.81377 -3.29722 4.17050
H 4.71105 -1.73885 3.47021
H 6.82421 -1.55615 1.19203
H -3.44780 -0.45299 -1.43483
H -6.11452 -0.58925 -1.05666
H -2.77204 1.99592 -3.62379
H -4.81531 -0.87177 -7.29533
H 2.36713 -1.70153 1.72113
H 4.59362 1.43946 0.72933
H 2.08869 -0.22859 0.79426
H 4.53637 -2.05790 1.73596
H 5.94566 0.26536 0.55027
H 3.11291 1.28555 2.43082
H -4.78450 1.54500 -0.62794
H 7.05981 -4.72944 3.51396
H -3.03091 -0.46401 -3.15977
H -3.39656 1.23589 -5.30611
H -7.18971 0.27833 -2.11308
H -1.70047 2.94670 -1.51170
H -5.58746 2.03530 -4.18047
H 1.26290 -0.63942 2.27920
H 7.20578 -1.16653 2.86553
H 4.75947 0.13100 5.05820
H 6.54870 -0.09991 4.98225
H -4.59337 -1.04621 -2.61816
H 4.29072 -0.20818 0.26611
H -5.94048 0.33866 -3.81854
H -7.04075 0.69396 -0.39365
H -4.59747 1.40907 2.35708
H -4.97774 0.99186 -6.08552
*
```

Results
Frontier orbital gap (eV): 7.353
Highest occupied orbital energy (eV): -7.09

Results of the Mulliken charge analysis, in e, for atoms 1 through 2:
1. O -0.79
2. O -0.74

=====

Formula: C19H43N5O6
Source: OMol25
Level of theory: ωB97M-V/def2-TZVPD

ORCA input file:
```
! wB97M-V def2-TZVPD RIJCOSX def2/J DEFGRID3
* xyz 0 1
O 2.30233 -1.47878 -2.49291
O -6.07336 3.74532 -0.76813
O 0.22171 -5.84390 2.43724
O -0.84839 1.53332 -6.91940
O -0.93735 2.26233 -0.29851
O 3.06416 2.33385 3.29373
N 4.02470 -2.50303 -1.47278
N -1.01913 -4.23027 1.37573
N 1.75429 0.58272 3.73825
N 0.03109 1.72644 -4.83660
N -4.53107 3.66837 0.99216
C 0.64419 2.57768 -3.85790
C 3.46022 -2.37772 -0.07850
C 0.45384 0.39534 0.27102
C -2.40071 -3.94718 0.99424
C -1.60187 1.05068 -0.68175
C 2.91143 1.09060 3.26816
C 5.43899 -2.88161 -1.49357
C -5.23245 3.17779 -0.07550
C -0.78544 -5.08489 2.39904
C 1.50477 -0.85104 3.85778
C -3.55354 2.76807 1.65108
C 0.34144 1.91700 0.32476
C 3.37328 -2.14414 -2.58155
C 0.65105 1.41491 4.19116
C -4.38183 5.14831 1.32702
C 0.14100 0.25917 -4.64474
C -0.97785 -0.08981 0.15855
C 0.01389 -4.12825 0.28526
C -0.51312 2.22131 -5.95709
H -3.63627 2.79164 2.73767
H 0.86831 0.07408 1.22659
H -2.68118 1.17142 -0.58896
H 1.06672 -4.24711 0.54125
H -3.11918 -4.34724 1.70967
H 2.38013 -2.23549 -0.11449
H 1.13945 2.42149 -0.22000
H -0.08200 -3.10289 -0.07187
H 1.72898 2.57571 -3.96431
H 3.75129 -3.25145 0.50457
H 3.89451 -1.49861 0.39758
H -3.73109 1.72220 1.40061
H 1.00872 0.03015 -0.59318
H 0.89808 2.47044 4.30490
H 0.28517 3.59172 -4.03378
H 5.55968 -3.93711 -1.24977
H -1.34412 -0.19687 1.17958
H -0.10436 -0.03731 -3.62493
H -3.42044 5.60495 1.09188
H -1.07547 -1.06317 -0.32219
H -5.06382 2.08980 -0.06882
H -5.14246 5.72670 0.80260
H -0.51373 -0.25859 -5.34570
H -0.18614 1.32735 3.49867
H 0.29534 1.03584 5.14922
H 0.85682 -1.11808 4.69261
H -0.47483 3.32042 -6.00890
H 1.16419 -0.08801 -4.78842
H 1.37051 -1.42664 2.94195
H -2.51149 3.03560 1.47595
H 3.60023 0.33530 2.85920
H -4.59327 5.24163 2.39223
H -1.30146 0.77206 -1.69181
H -0.23756 -4.80775 -0.52908
H -2.66099 -4.23300 -0.02492
H 3.79328 -2.38115 -3.57131
H -2.55528 -2.86820 0.99794
H 5.87046 -2.68874 -2.47577
H 0.24718 2.35143 -2.86831
H 6.03311 -2.20578 -0.87845
H 2.42801 -1.24303 4.28447
H -1.64574 -5.03848 3.08457
H 0.36444 2.27216 1.35502
*
```

Results
SMILES: CN(C)C=O.CN(C)C=O.CN(C)C=O.CN(C)C=O.CN(C)C=O.C1CCOC1
Frontier orbital gap (eV): 9.212
Highest occupied orbital energy (eV): -9.02

Results of the Mulliken charge analysis, in e, for atoms 1 through 2:
1. O -0.57
2. O -0.58

=====

It is found that the total energy values, taken in the order of the records, are -3410.071329; -1694.459764; -1474.886339 Ha.
It is found that the energy above the lowest of the compared OMol25 structures with the same formula, charge and spin values, taken in the order of the records, are 65.31; 29.91; 0.00 kJ/mol.